The following is a quantum chemistry calculation of 12 unconnected molecules or ions with the total composition C54H118Cl2N12O18P4 in a non-equilibrium geometry, from OMol25.

Geometry (Å):
Cl1 15.83282 19.84030 -9.01404
C1 16.71483 20.71402 -7.73778
C2 16.14995 20.45828 -6.31799
Cl2 14.42958 20.89246 -6.31809
H1 16.85011 21.75567 -8.02894
H2 17.68915 20.23534 -7.83597
H3 16.63923 21.05027 -5.54452
H4 16.19189 19.38394 -6.13876
O1 17.14576 21.98327 -2.99288
P1 17.00267 23.46103 -2.78143
N1 15.57047 24.14883 -3.50247
C3 14.30682 24.13132 -2.78076
C4 15.45688 24.02602 -5.00069
N2 18.21247 24.47741 -3.48539
C5 19.55565 23.82654 -3.72621
C6 18.16356 25.92075 -3.57732
N3 17.12262 24.02655 -1.16315
C7 16.99810 25.46902 -0.76415
C8 18.04347 23.37577 -0.30733
H5 13.71373 25.00165 -3.06159
H6 14.57877 24.17252 -1.72603
H7 13.68551 23.28049 -3.06032
H8 14.84109 24.78112 -5.48930
H9 15.20503 23.01524 -5.32165
H10 16.34756 24.37638 -5.52226
H11 19.30864 22.80514 -4.01576
H12 20.13436 24.30481 -4.51643
H13 20.16478 23.81764 -2.82233
H14 19.03093 26.34854 -3.07458
H15 18.27155 26.17764 -4.63110
H16 17.23889 26.39358 -3.24637
H17 17.82093 26.03351 -1.20279
H18 16.09671 25.90932 -1.19046
H19 17.03551 25.59938 0.31738
H20 17.96744 23.56552 0.76333
H21 19.05705 23.58540 -0.64912
H22 17.98534 22.29321 -0.42035
O2 5.97821 27.55700 -8.12917
P2 5.69027 28.13029 -6.75667
N4 6.84138 27.74967 -5.50270
C9 6.82617 26.37170 -5.03232
C10 8.11429 28.43305 -5.48061
N5 4.19622 27.66683 -6.22946
C11 3.62916 27.93205 -4.87875
C12 3.36980 26.81956 -7.03352
N6 5.71104 29.86302 -6.77139
C13 5.54860 30.67481 -5.51311
C14 6.24449 30.69867 -7.85851
H23 5.85088 25.90148 -5.15806
H24 7.17613 26.28081 -4.00403
H25 7.58091 25.78951 -5.56103
H26 8.69866 28.11938 -4.61560
H27 7.91799 29.50494 -5.50615
H28 8.71856 28.21657 -6.36156
H29 4.19611 28.77818 -4.49052
H30 2.55001 28.04446 -4.77424
H31 3.75393 27.07480 -4.21721
H32 3.30047 27.17779 -8.06063
H33 3.84077 25.83717 -6.99857
H34 2.37972 26.71292 -6.59028
H35 5.93915 31.68862 -5.60099
H36 4.49607 30.62782 -5.23366
H37 5.98818 30.11896 -4.68492
H38 6.55102 30.11016 -8.72325
H39 7.08393 31.25546 -7.44205
H40 5.53172 31.44159 -8.21647
O3 8.29266 18.84027 -5.71724
P3 8.49626 17.55278 -5.08278
N7 9.56455 16.45474 -5.89205
C15 9.98822 15.11518 -5.29027
C16 9.55524 16.41643 -7.39623
N8 7.06839 16.68007 -4.91776
C17 6.88942 15.51983 -4.06761
C18 6.07734 16.90016 -5.92383
N9 9.15264 17.64016 -3.50386
C19 8.36968 18.18026 -2.37813
C20 10.63731 17.81182 -3.27460
H41 9.19475 14.39645 -5.49503
H42 10.29019 15.27517 -4.25523
H43 10.80216 14.66163 -5.85587
H44 9.68991 17.37923 -7.88916
H45 8.61481 15.96377 -7.71057
H46 10.36181 15.75588 -7.71439
H47 7.57679 15.69460 -3.23991
H48 5.93675 15.40220 -3.55118
H49 7.06631 14.60399 -4.63155
H50 6.48698 16.71496 -6.91681
H51 5.19829 16.25710 -5.88076
H52 5.71089 17.92659 -5.93940
H53 8.28803 19.26257 -2.47837
H54 7.32607 17.86567 -2.37885
H55 8.83104 17.89262 -1.43341
H56 10.86254 18.86385 -3.09966
H57 11.29948 17.45690 -4.06433
H58 10.94772 17.32045 -2.35249
O4 3.08281 22.07215 -0.91318
P4 4.02999 21.14251 -1.60762
N10 4.68780 21.71777 -3.05283
C21 4.17739 22.91474 -3.72559
C22 5.67242 20.97966 -3.86485
N11 3.30177 19.65815 -2.11788
C23 4.01291 18.46005 -2.58206
C24 1.92059 19.71613 -2.68438
N12 5.47224 20.67535 -0.76048
C25 6.58990 21.62410 -0.64583
C26 5.38575 19.79296 0.35401
H59 4.99790 23.48147 -4.16568
H60 3.59556 23.53892 -3.04736
H61 3.44378 22.73187 -4.51076
H62 6.43789 21.64464 -4.26479
H63 5.22473 20.49268 -4.73117
H64 6.16009 20.28899 -3.17689
H65 5.02761 18.37133 -2.19397
H66 3.59966 17.51107 -2.24037
H67 4.13052 18.48958 -3.66530
H68 1.28972 20.54649 -2.36720
H69 1.98611 19.86621 -3.76201
H70 1.34409 18.82821 -2.42486
H71 6.62930 22.07557 0.34550
H72 7.53693 21.21342 -0.99593
H73 6.44276 22.48505 -1.29792
H74 6.26943 19.16182 0.44825
H75 4.54701 19.11902 0.17962
H76 5.11468 20.39030 1.22453
O5 10.04846 26.58290 -2.82593
C27 10.06408 25.89847 -1.84747
O6 9.28548 24.86969 -1.66452
C28 9.62309 24.23584 -0.42483
C29 10.99261 24.71561 -0.03796
C30 11.03919 26.02094 -0.71232
H77 9.51754 23.15362 -0.50073
H78 8.94301 24.55483 0.36499
H79 11.68240 23.93624 -0.36180
H80 11.08541 24.75618 1.04733
H81 12.00119 26.26565 -1.16265
H82 10.68597 26.85198 -0.10182
O7 11.40324 21.62030 -2.37154
C31 11.17498 22.10782 -3.47673
O8 11.13841 23.48633 -3.78061
C32 10.69650 23.79814 -5.07505
C33 9.92117 22.49092 -5.43988
C34 10.73628 21.41199 -4.73935
H83 11.55808 23.79391 -5.74273
H84 10.20807 24.76549 -4.95778
H85 9.91090 22.45619 -6.52927
H86 8.89348 22.52722 -5.07845
H87 11.65894 21.21861 -5.28651
H88 10.19125 20.47912 -4.59512
O9 15.67733 24.79641 -11.28842
C35 14.76651 24.40085 -10.53628
O10 13.46603 24.48068 -10.83473
C36 12.62823 23.90229 -9.81685
C37 13.56237 23.64070 -8.68265
C38 14.95828 23.66358 -9.23683
H89 12.22511 22.94746 -10.15433
H90 11.80653 24.56535 -9.54614
H91 13.39161 22.64818 -8.26571
H92 13.44829 24.38699 -7.89643
H93 15.26971 22.66010 -9.52688
H94 15.69711 24.26473 -8.70686
O11 10.64701 25.36472 -7.41483
C39 9.90415 26.05361 -8.14890
O12 10.24937 27.27008 -8.47387
C40 9.26556 27.85763 -9.29294
C41 8.62496 26.77360 -9.98742
C42 8.55874 25.72368 -8.84071
H95 9.82555 28.52574 -9.94726
H96 8.56565 28.51271 -8.77419
H97 9.15470 26.33343 -10.83223
H98 7.58642 26.98534 -10.24177
H99 8.57374 24.68300 -9.16453
H100 7.78430 25.89358 -8.09272
O13 9.90163 21.19656 -11.04159
C43 10.44823 20.58433 -10.09631
O14 10.48947 21.16286 -8.83999
C44 11.11317 20.29779 -7.94010
C45 12.07245 19.40772 -8.77695
C46 11.28410 19.32432 -10.11253
H101 10.55335 19.62346 -7.29206
H102 11.80946 20.81047 -7.27644
H103 12.12859 18.41099 -8.33939
H104 13.09172 19.78373 -8.86534
H105 10.66228 18.43450 -10.21085
H106 11.80820 19.39971 -11.06529
O15 13.19917 18.76407 1.76744
C47 12.07464 19.04306 1.38804
O16 10.90363 18.51096 1.95864
C48 9.74339 18.81361 1.23760
C49 10.12148 20.12979 0.62557
C50 11.57966 19.91600 0.24094
H107 8.87813 18.92280 1.89144
H108 9.55309 18.03983 0.49386
H109 10.03067 20.87145 1.41916
H110 9.49223 20.36780 -0.23204
H111 12.05484 20.89073 0.35136
H112 11.72615 19.57096 -0.78257
O17 14.58218 26.85076 -7.52551
C51 13.68015 27.39805 -6.89323
O18 13.04084 28.53051 -7.33603
C52 12.07943 28.95412 -6.42606
C53 11.82727 27.78368 -5.50437
C54 13.06249 26.92754 -5.61467
H113 11.21890 29.46216 -6.86136
H114 12.49838 29.77569 -5.84502
H115 10.94686 27.19512 -5.76242
H116 11.58118 28.12513 -4.49891
H117 12.85145 25.87838 -5.82158
H118 13.75205 27.01290 -4.77483

Force components x, y, z for each atom (eV/Å):
Cl -0.3 0.2 0.0
C 0.8 -0.6 0.4
C 0.1 -0.1 -1.5
Cl -0.5 0.0 0.3
H -0.5 0.0 0.2
H 0.2 0.2 0.5
H 0.1 -0.2 -0.1
H 0.1 0.2 0.3
O 0.8 2.5 0.7
P -3.4 -0.4 -1.9
N 2.4 -0.1 -0.1
C 0.1 0.1 -0.2
C 0.8 0.4 0.3
N 1.2 -0.9 0.2
C -1.3 -0.1 -0.1
C 0.0 0.1 -0.4
N -0.8 1.7 -0.3
C -0.4 -0.3 -1.1
C 1.5 -2.3 0.1
H 0.1 0.2 0.1
H -0.7 -0.2 0.1
H 0.2 -0.3 0.4
H -1.0 -0.1 0.8
H -0.1 0.2 0.1
H 0.8 -0.6 0.4
H 0.3 0.0 0.1
H -0.4 0.3 0.0
H -0.1 0.1 0.2
H 0.1 0.1 0.2
H 0.1 0.0 -0.2
H 0.0 -0.5 0.0
H 0.3 0.0 0.3
H -0.1 -0.2 0.2
H -0.2 -0.4 -0.2
H -0.4 0.5 -0.3
H 0.4 0.4 0.3
H -0.3 -0.1 -0.1
O -0.3 0.8 1.9
P 1.4 1.4 -0.7
N -2.4 0.1 -0.8
C 0.8 -0.1 -0.1
C -0.1 0.1 -0.5
N -0.7 0.9 1.7
C 1.5 -0.3 0.0
C 0.3 -1.1 -0.5
N 0.4 -0.2 0.4
C -0.7 -2.1 -0.4
C 0.0 -0.6 0.2
H 0.0 0.1 0.0
H -0.4 0.3 0.3
H 0.0 -0.4 -0.5
H -0.2 0.2 0.2
H 0.3 0.0 0.3
H 0.2 -0.2 -0.3
H -0.5 -0.2 0.5
H 0.0 0.7 -1.0
H 0.7 -0.2 0.1
H -0.1 -0.2 0.0
H -0.4 -0.4 -0.6
H 0.0 0.3 -0.1
H -0.1 -0.2 -0.1
H -0.2 0.9 -0.2
H 0.6 0.3 0.1
H 0.0 -0.1 0.2
H 0.4 0.1 -0.3
H -0.3 -0.1 0.1
O -0.1 1.1 -1.3
P 1.2 -3.3 1.8
N 1.0 0.5 -0.1
C -0.9 1.5 -1.2
C -0.3 -0.4 1.3
N -0.5 0.7 1.1
C 0.9 0.3 0.4
C -0.6 0.5 -1.4
N 0.9 -0.9 -0.5
C -0.1 0.2 -1.0
C -1.0 0.3 0.1
H -0.3 -0.1 0.9
H -0.4 -0.4 -0.1
H 0.5 0.7 0.0
H -0.1 0.1 0.4
H -0.1 0.0 -0.4
H 0.0 0.1 0.0
H 0.4 -0.8 -0.1
H -0.5 0.6 -0.5
H 0.2 -0.2 0.3
H 0.0 0.0 -0.3
H 0.2 -0.2 0.6
H 0.0 0.1 0.1
H 0.3 0.4 0.4
H 0.1 -0.5 -0.2
H 0.0 0.1 -0.1
H 0.0 0.3 -0.2
H -0.6 -0.1 -0.2
H -0.3 -0.4 0.1
O 1.1 -1.1 -1.1
P 0.4 -0.9 -0.7
N 0.1 1.2 -0.3
C -0.5 0.0 0.5
C -0.4 0.2 1.0
N -0.5 0.2 1.3
C 0.7 0.6 0.2
C 0.5 0.5 0.2
N -0.4 0.9 -1.8
C -0.9 0.7 -0.8
C -1.3 -0.4 0.1
H 0.1 0.1 0.1
H 0.4 0.1 0.4
H 0.1 -0.6 -0.4
H 0.0 0.3 0.1
H -0.1 -0.3 0.1
H 0.1 -0.3 -0.5
H 0.1 0.6 0.2
H -0.8 0.2 -0.2
H -0.2 -0.3 -0.2
H 0.6 0.2 0.6
H 0.0 -0.5 -0.3
H 0.3 -0.2 -0.2
H 0.3 -0.4 0.3
H 0.1 -0.4 0.5
H -0.3 0.0 -0.2
H 0.2 0.3 0.3
H 0.0 -0.1 0.1
H 0.5 -0.4 0.6
O -0.4 0.6 -0.8
C 1.3 0.6 -0.4
O -1.1 -1.4 0.3
C -1.1 -0.6 1.1
C 0.2 -1.7 1.0
C 0.8 1.2 -0.8
H 0.1 0.1 -0.4
H -0.5 0.1 -0.3
H 0.5 0.5 -0.4
H 0.0 0.1 0.0
H 0.0 0.3 0.2
H 0.2 0.0 0.2
O 0.0 1.7 -2.1
C -1.0 0.5 0.6
O 1.6 -1.7 3.6
C -0.3 -1.9 -0.3
C -0.1 1.5 -0.9
C -0.1 0.3 -0.1
H 0.1 0.7 -0.1
H -0.2 -0.3 -0.6
H -0.2 -0.5 0.0
H 0.0 -0.1 0.1
H 0.1 -0.2 -0.1
H 0.1 0.1 0.2
O -2.8 -0.9 2.0
C 2.6 0.6 -2.4
O -0.4 0.5 -0.6
C 0.1 -0.3 -0.4
C 0.2 -0.5 2.1
C -0.1 0.7 -0.9
H -0.1 0.2 -0.5
H 0.2 0.1 -0.3
H -0.3 0.2 0.3
H -0.1 0.0 0.1
H 0.5 0.0 0.2
H 0.1 -0.5 0.3
O -1.9 1.4 -1.7
C 0.8 -2.7 1.5
O 0.9 0.8 1.0
C 1.1 3.0 -1.1
C -2.6 -2.7 0.1
C 1.9 -0.2 0.2
H 0.0 0.0 -0.2
H 0.0 -0.4 0.6
H 0.1 0.3 0.0
H 0.2 0.3 -0.4
H -0.2 0.1 0.1
H -0.3 0.2 -0.3
O 1.8 -2.4 3.3
C -1.7 2.8 -2.4
O -0.9 -0.3 -0.7
C 3.1 -1.3 0.6
C -1.0 -0.8 -0.8
C 0.1 0.6 -0.2
H -1.2 0.5 -0.3
H -0.5 0.8 0.0
H 0.2 0.0 0.1
H -0.3 0.3 -0.1
H -0.2 0.1 0.3
H 0.5 -0.2 0.2
O -2.5 0.7 -0.6
C 0.2 -1.4 0.0
O 2.2 -0.9 1.2
C -0.2 0.5 -0.4
C -0.5 -0.1 -1.1
C 0.1 1.4 0.9
H 0.2 -0.3 0.2
H 0.0 -0.1 0.0
H 0.0 0.3 -0.2
H 0.0 0.3 0.1
H 0.5 -0.1 -0.4
H 0.1 -0.3 0.3
O -1.7 1.2 1.3
C 1.3 -0.1 -1.9
O 1.4 -1.3 -1.1
C -0.3 1.1 1.5
C -1.5 -0.2 1.0
C -0.1 -0.2 -0.2
H -0.1 -0.8 -0.7
H 0.5 0.1 0.2
H 0.1 0.1 -0.5
H 0.3 0.0 0.1
H -0.2 -0.1 0.4
H 0.1 0.0 -0.1

Results
Net charge: +1
Spin multiplicity: 2
Max |F| in eV Å⁻¹: 4.4
LUMO (spin up / spin down) in hartree: -0.0866 / -0.2588
HOMO-LUMO gap (spin up / spin down) in eV: 7.3 / 2.6